[1]
# BF4H22O11

12 unconnected molecules or ions with the total composition BF4H22O11 (ωB97M-V with the def2-TZVPD basis set, the OMol25 dataset).

```
! wB97M-V def2-TZVPD RIJCOSX def2/J DEFGRID3
* xyz -1 1
F -0.32340 1.66177 -0.13362
F 0.57340 -0.33630 -0.19489
F 1.91171 1.35563 -0.29268
F 0.55034 0.99972 -2.04869
O -2.01070 0.40607 -2.83998
O -0.01786 -1.59200 2.68037
O 3.81475 -0.50001 -0.06093
O 0.38418 -3.28136 0.50448
O 1.74963 -0.94080 -3.32840
O -2.96183 2.51301 0.07707
O -0.46123 -2.18861 -2.03240
O -2.15862 -0.61749 -0.46115
O 0.32667 2.58182 2.85313
O -1.55210 0.58736 2.20077
O 2.02971 0.25876 2.36260
B 0.68293 0.90097 -0.68156
H -3.14006 2.95369 0.89895
H 3.11991 0.11927 -0.29594
H 0.07034 -2.73976 -0.21278
H -1.71642 0.58538 3.10126
H 2.15328 0.62376 1.46532
H -1.10843 -1.90298 -1.37670
H -2.29177 -0.08958 -1.24948
H -1.56409 -0.17170 0.13713
H 0.51909 3.03167 2.03940
H -2.01841 2.24567 -0.02696
H 0.14035 -1.49615 -2.00804
H -2.62842 0.71703 -3.50595
H -1.15003 0.86755 -2.78755
H -0.40586 -0.82027 2.24919
H -0.00846 -4.17072 0.47173
H -1.06153 1.36352 1.98533
H 1.40581 -0.48489 2.25949
H 1.72380 -0.03693 -2.95585
H 1.27851 -0.78210 -4.14114
H 3.37835 -1.14994 0.53241
H 0.84624 1.84918 2.78008
H -0.07981 -2.32027 2.03601
*
```

Computed properties:
energy = -34436.221 eV
Kohn-Sham gap = 10.261 eV
relative energy (zero: lowest compared OMol25 entry of this formula, charge and spin) = 56.9 kJ/mol
HOMO = -7.5 eV

***

[2]
# C10H13FN3

A gas-phase ion, C10H13FN3 (charge +1) (ωB97M-V with the def2-TZVPD basis set, the OMol25 dataset).

```
! wB97M-V def2-TZVPD RIJCOSX def2/J DEFGRID3
* xyz 1 1
F 1.65096 -2.23372 -1.56495
N 1.30027 0.67212 -1.48245
N 1.58807 0.42514 -0.09339
N -0.00042 0.19529 -3.37196
C 0.56438 -1.59579 -2.01288
C -3.17417 0.56868 1.89062
C -1.22084 1.14295 0.61362
C 0.61424 -0.20760 -2.34122
C 0.63893 -0.50121 0.50454
C -2.46773 1.46783 1.09517
C 2.99129 0.01123 0.13192
C -1.37177 -1.00600 1.74030
C -0.63235 -0.10330 0.93560
C -2.61963 -0.66880 2.20291
H 1.44376 1.33855 0.37351
H -4.15600 0.82175 2.25910
H -0.20065 -2.24111 -2.40457
H 3.66496 0.72367 -0.34304
H -0.93100 -1.95774 1.99128
H 1.69146 1.51805 -1.87937
H -0.71040 1.83094 -0.04528
H 3.20612 -0.02509 1.19871
H -3.17180 -1.36174 2.81871
H 3.15482 -0.97488 -0.30161
H -2.90666 2.42399 0.85712
H 1.04778 -1.45188 0.80105
H 0.00636 1.18867 -3.57344
*
```

Computed properties:
energy = -17757.647 eV
Kohn-Sham gap (alpha / beta) = 7.038 / 7.682 eV
relative energy (zero: lowest compared OMol25 entry of this formula, charge and spin) = 0.9 kJ/mol
HOMO (alpha / beta) = -12.1 / -11.8 eV

***

[3]
# C4H6S

2 unconnected molecules or ions with the total composition C4H6S (ωB97M-V with the def2-TZVPD basis set, the OMol25 dataset).

```
! wB97M-V def2-TZVPD RIJCOSX def2/J DEFGRID3
* xyz 0 1
S -3.01289 -0.22676 0.02067
C 0.72558 -0.96630 -0.32076
C 1.36983 0.40649 0.03048
C -1.41330 0.55893 -0.12956
C -0.34234 -0.00696 0.66964
H 1.13063 1.13206 -0.65185
H -1.43338 1.84478 -0.85621
H 1.07227 -1.64617 0.37573
H 0.45658 -1.20549 -1.46232
H -0.52496 -0.55154 1.54740
H 1.97197 0.66097 0.77678
*
```

Computed properties:
energy = -15074.744 eV
Kohn-Sham gap = 7.803 eV
relative energy (zero: lowest compared OMol25 entry of this formula, charge and spin) = 487.1 kJ/mol
HOMO = -8.3 eV